A structure of composition C23H22AgFN3O3S. Source: the Open Molecules 2025 dataset; level of theory: the ωB97M-V functional and the def2-TZVPD basis.

- charge = -2
- maximum force (eV/Å) = 1.89
- spin multiplicity = 2
- ⟨S²⟩ = 0.756
- HOMO energy (alpha / beta) (eV) = 2.192 / 0.012
- molecular weight (Da) = 547.38

Geometry as XYZ:
```
54
Properties=species:S:1:pos:R:3:lowdin_spin:R:1
Ag -0.5116 -0.5066 0.1524 0.07
C 1.1081 1.2031 -4.9702 0.00
O 1.9875 1.1299 -3.8883 0.00
C 3.1567 1.8507 -3.9365 0.00
C 3.6215 2.4957 -5.0597 0.00
C 4.8807 3.1355 -5.0572 0.00
C 5.6639 3.0840 -3.9144 0.00
C 5.2008 2.4620 -2.7767 0.00
C 3.9198 1.8563 -2.7419 0.00
N 3.4989 1.2546 -1.5607 0.00
C 2.2147 1.0838 -1.0635 0.00
N 1.3747 2.1055 -1.3875 0.00
C -0.0074 2.2360 -1.5147 0.00
C -0.9569 1.3709 -0.9362 0.01
C -2.2890 1.7194 -1.1818 0.00
C -2.6844 2.8402 -1.9024 0.00
C -1.7284 3.6727 -2.4531 0.00
C -0.3955 3.3502 -2.2838 0.00
O 0.5989 4.1421 -2.9125 0.00
C 0.8794 5.3363 -2.2397 0.00
N 1.9786 0.1617 -0.1691 0.00
C 2.8750 -0.8907 -0.0862 0.00
C 3.2570 -1.5825 -1.2552 0.00
C 4.1438 -2.6308 -1.2348 0.00
C 4.7154 -3.0389 -0.0339 0.00
C 4.3498 -2.3786 1.1332 0.00
C 3.4513 -1.3237 1.1323 0.00
O 3.2853 -0.6994 2.3551 0.00
C 1.9598 -0.3813 2.7327 0.00
H 0.2465 0.5974 -4.6935 0.00
H 1.5532 0.7961 -5.8900 0.00
H 0.7800 2.2330 -5.1512 0.00
H 3.0401 2.5021 -5.9709 0.00
H 5.2290 3.6283 -5.9555 0.00
H 6.6478 3.5409 -3.9134 0.00
H 5.8097 2.4191 -1.8836 0.00
H 4.2101 0.7667 -1.0269 0.00
H 1.8408 2.7803 -1.9861 0.00
H -3.0688 1.0763 -0.7860 0.00
H -3.7372 3.0558 -2.0481 0.00
H -2.0015 4.5512 -3.0287 0.00
H 0.0082 6.0075 -2.2256 0.00
H 1.6965 5.8171 -2.7824 0.00
H 1.1922 5.1520 -1.2033 0.00
H 2.8176 -1.2521 -2.1860 0.00
H 4.4123 -3.1259 -2.1584 0.00
H 5.4402 -3.8446 -0.0040 0.00
H 4.7868 -2.6563 2.0853 0.00
H 2.0214 -0.0453 3.7686 0.00
H 1.3134 -1.2566 2.6750 0.00
H 1.5334 0.4066 2.1081 0.00
F -0.8904 -1.4056 2.0726 0.01
S -2.7181 -2.1889 -1.3874 0.33
C -1.1647 -1.9709 -1.0774 0.55
```